{"formula": "C5H12O3", "method": "ωB97M-V/def2-TZVPD", "elements": ["C", "C", "C", "C", "H", "H", "H", "H", "H", "H", "H", "H", "H", "H", "C", "O", "O", "O", "H", "H"], "xyz": [[-0.381, -0.089, 0.058], [-0.656, -1.500, -0.470], [-0.698, -0.034, 1.555], [-1.254, 0.900, -0.720], [0.699, 1.847, 0.028], [-1.681, -1.793, -0.240], [-1.770, -0.130, 1.715], [-0.910, 0.976, -1.750], [0.009, -2.222, -0.003], [-0.499, -1.538, -1.546], [-0.361, 0.906, 1.985], [-0.196, -0.843, 2.079], [-1.237, 1.890, -0.263], [-2.293, 0.572, -0.703], [1.230, 0.174, -0.171], [1.939, -0.769, 0.536], [1.473, 0.050, -1.530], [1.576, 1.430, 0.307], [2.731, -0.351, 0.897], [2.281, 0.526, -1.764]], "forces_ev_per_angstrom": [[1.270, -0.772, -0.246], [0.068, 0.071, 0.050], [0.328, 0.068, -0.280], [0.626, 0.029, 0.123], [2.038, 0.523, 0.856], [-0.092, 0.022, -0.059], [-0.094, 0.003, -0.025], [-0.123, 0.016, -0.071], [0.054, -0.042, 0.029], [-0.069, -0.066, -0.058], [-0.045, 0.126, 0.132], [0.040, -0.055, 0.059], [-0.049, 0.255, 0.007], [0.019, -0.046, -0.007], [-1.883, -0.923, 0.476], [0.406, -0.399, 0.436], [-0.101, 0.227, -0.609], [-2.261, 1.039, -0.992], [-0.111, -0.019, -0.012], [-0.020, -0.058, 0.192]], "nbo_charge": [-0.071, -0.615, -0.618, -0.637, 0.488, 0.201, 0.208, 0.232, 0.226, 0.221, 0.210, 0.225, 0.192, 0.226, 0.730, -0.723, -0.734, -0.725, 0.484, 0.481], "homo_lumo_gap_ha": 0.41327, "energy_ha": -423.4353, "smiles": "CC(C)(C)C(O)(O)O", "relative_energy_kcal_mol": 11.7, "charge": 0}


{"formula": "C5H12O3", "method": "ωB97M-V/def2-TZVPD", "elements": ["O", "C", "C", "C", "C", "C", "H", "H", "H", "H", "H", "H", "H", "H", "H", "H", "O", "H", "H", "O"], "xyz": [[-0.210, 2.189, 0.389], [-0.384, 1.197, 1.073], [-0.008, -0.120, 0.413], [-1.354, -0.871, 0.268], [-1.283, -2.233, -0.357], [-0.264, -3.073, -0.289], [-0.860, 1.266, 2.063], [0.203, 0.154, -0.612], [0.756, -0.722, 0.902], [-1.857, -0.942, 1.232], [-1.956, -0.251, -0.390], [-2.147, -2.477, -0.962], [-0.269, -4.067, -0.708], [0.489, -2.934, 0.462], [1.000, 2.452, -2.324], [-0.327, 2.403, -1.635], [0.066, 2.627, -2.499], [2.850, 2.578, 1.169], [2.481, 1.179, 0.604], [3.073, 1.644, 1.200]], "forces_ev_per_angstrom": [[-0.509, 0.184, 1.034], [1.147, 0.230, -1.534], [-1.656, -0.228, 0.391], [0.342, -0.236, 0.183], [0.098, 0.069, -0.524], [-0.485, -0.490, 0.881], [0.108, -0.176, 0.033], [0.937, -0.047, -0.090], [0.017, 0.200, 0.082], [-0.202, 0.036, 0.125], [-0.349, 0.103, 0.096], [-0.026, -0.136, -0.161], [-0.177, 0.039, -0.363], [0.720, 0.382, -0.062], [-0.089, 0.135, -0.234], [0.106, 0.295, -0.364], [0.052, -0.366, 0.538], [-0.201, -0.058, -0.172], [-0.084, 0.273, -0.098], [0.251, -0.208, 0.241]], "nbo_charge": [-0.565, 0.453, -0.516, -0.435, -0.159, -0.401, 0.140, 0.231, 0.234, 0.215, 0.215, 0.201, 0.207, 0.184, 0.460, 0.482, -0.947, 0.477, 0.468, -0.942], "homo_lumo_gap_ha": 0.39451, "energy_ha": -423.3752, "smiles": "C=CCCC=O.O.O", "relative_energy_kcal_mol": 49.4, "charge": 0}